i:
ORCA calculation (ωB97M-V/def2-TZVPD) on C5H2O in the gas phase.

Orbital gap, eV: 9.31
SMILES string: C#CC#CC=O
Lowest unoccupied orbital energy, eV: -0.737
HOMO energy, hartree: -0.3693

Structure (ORCA input):
```
! RIJCOSX wB97M-V def2-TZVPD def2/J DEFGRID3
* xyz 0 1
C -2.791 0.645 -0.040
C -1.591 0.395 -0.095
C -0.325 0.005 -0.282
C 0.783 -0.398 -0.079
C 2.221 -0.509 0.058
O 2.946 0.445 -0.051
H -3.737 1.036 0.222
H 2.494 -1.618 0.267
*
```



ii:
ORCA calculation (ωB97M-V/def2-TZVPD) on C5H2O in the gas phase.

Orbital gap, eV: 8.40
SMILES string: C#CC=C=C=O
Lowest unoccupied orbital energy, eV: -1.054
HOMO energy, hartree: -0.3473

Structure (ORCA input):
```
! RIJCOSX wB97M-V def2-TZVPD def2/J DEFGRID3
* xyz 0 1
C -1.599 1.274 0.275
C -0.451 0.914 0.169
C 0.919 0.516 0.046
C 1.315 -0.749 -0.178
C 0.588 -1.837 -0.324
O 0.124 -2.889 -0.474
H -2.613 1.604 0.368
H 1.647 1.318 0.149
*
```



Most stable of them? ii.